Record 1
An isolated ion of composition C19H28N5O3 and charge +1 in a non-equilibrium geometry, computed with the ωB97M-V functional and the def2-TZVPD basis.

Geometry as XYZ:
```
55
Properties=species:S:1:pos:R:3
C 6.01497 -1.40605 2.67397
C 5.13938 -2.63863 2.49768
H 4.46413 -2.74297 3.34854
C 4.30933 -2.60010 1.19901
C 3.21060 -1.59337 1.36255
O 2.12125 -1.87863 1.83875
N 3.48591 -0.28047 1.03125
C 3.99518 0.02286 -0.29139
H 5.01401 -0.35210 -0.40335
H 4.02815 1.10651 -0.40833
C 3.09433 -0.62610 -1.35375
C 1.64055 -0.14915 -1.35919
H 1.55794 0.84730 -1.80044
N 0.97208 -0.07624 -0.03061
H 1.15673 -0.93504 0.53960
C -0.48706 -0.06659 -0.25442
N -1.02808 1.08196 -0.49497
C -2.37335 1.06086 -0.70595
C -3.03270 2.26938 -0.96624
C -4.39100 2.29153 -1.17987
C -5.13780 1.06383 -1.13652
C -4.49269 -0.12157 -0.88113
C -3.10240 -0.15334 -0.66011
C -2.34995 -1.33591 -0.38357
N -2.89272 -2.55655 -0.31507
H -3.88303 -2.69971 -0.38143
H -2.29729 -3.32793 -0.06699
N -1.02957 -1.26714 -0.18919
H -5.05601 -1.03978 -0.85145
O -6.45445 1.21018 -1.36056
C -7.28927 0.07448 -1.33681
H -7.00778 -0.64575 -2.11110
H -8.29149 0.44630 -1.53947
H -7.27581 -0.41169 -0.35653
O -5.12519 3.38016 -1.43407
C -4.48963 4.63885 -1.49409
H -3.74416 4.67019 -2.29365
H -5.28070 5.35470 -1.70755
H -4.01692 4.89139 -0.54081
H -2.43644 3.16546 -0.98953
C 1.41367 1.09258 0.76282
H 1.63228 1.91060 0.07558
H 0.58721 1.41083 1.39922
C 2.62778 0.72390 1.62657
H 3.22565 1.61930 1.81513
H 2.29213 0.32528 2.58605
H 1.05869 -0.83904 -1.97528
H 3.50285 -0.42622 -2.34510
H 3.11338 -1.70736 -1.20237
H 4.96606 -2.37550 0.36184
H 3.84926 -3.57789 1.04987
H 5.77143 -3.52686 2.46353
H 5.41646 -0.50022 2.73358
H 6.71225 -1.30789 1.84472
H 6.59186 -1.49267 3.59063
```

- total charge = +1
- HOMO-LUMO gap (eV) = 8.673

***

Record 2
C19H28N5OPbS as an isolated structure in a non-equilibrium geometry, computed with the ωB97M-V functional and the def2-TZVPD basis.

Geometry as XYZ:
```
55
Properties=species:S:1:pos:R:3
Pb 0.50362 -0.17711 0.62708
C 0.09412 -2.24471 -2.41902
C -1.22988 -2.20191 -1.60322
C -2.01128 -3.50141 -1.80682
C -2.04078 -1.01881 -2.13762
C -0.73988 -2.01811 -0.23532
H -0.17308 -2.27771 -3.47292
H 0.68962 -3.11471 -2.16242
H 0.68722 -1.35571 -2.22752
H -2.26658 -3.62751 -2.85512
H -2.93708 -3.47081 -1.23802
H -1.43898 -4.36571 -1.47902
H -2.20858 -1.15631 -3.20202
H -1.50998 -0.08571 -1.98412
H -3.00578 -0.97231 -1.64082
H -0.74408 -2.94941 0.32318
N -2.81868 1.42539 1.35198
C -2.17488 1.99239 0.33148
N -1.04828 1.55539 -0.15732
C -0.61518 2.32059 -1.22052
C 0.53842 2.10759 -1.96612
C 0.83382 2.97039 -3.00212
C 0.00532 4.04769 -3.29812
C -1.14808 4.27549 -2.56892
C -1.45218 3.40189 -1.54002
S -2.83528 3.40899 -0.46422
H -2.39448 0.64739 1.83178
H -3.66338 1.83469 1.71088
H 1.18922 1.27789 -1.73342
H 1.72482 2.80309 -3.58672
H 0.26902 4.71549 -4.10262
H -1.79168 5.11129 -2.79222
C -0.30818 -2.82831 3.17088
C -0.17068 -1.44861 3.69578
C -0.09948 -1.05001 5.03148
C 0.01622 0.33519 5.02868
C 0.00292 0.73509 3.69518
C 0.06802 2.12499 3.17248
N -0.10358 -0.35731 2.88108
H -0.32608 -3.54251 3.98938
H 0.51482 -3.07931 2.50178
H -1.23928 -2.92071 2.61168
H -0.11418 -1.70451 5.87988
H 0.08792 0.98899 5.87528
H 0.28872 2.81489 3.98248
H -0.88168 2.41809 2.72648
H 0.83802 2.22989 2.40628
N 4.53812 -1.00551 -2.03092
C 3.90532 -0.62321 -0.89972
N 4.60672 0.17579 -0.06532
O 2.74232 -0.96321 -0.68882
H 5.51632 -0.84921 -2.19042
H 4.04502 -1.63111 -2.64552
H 5.57692 0.38319 -0.22442
H 4.20862 0.43989 0.81608
```

- total charge = +1
- HOMO-LUMO gap (eV) = 4.150

***

Record 3
A 2-piece molecular cluster, C19H28N6O4S overall in a non-equilibrium geometry, computed with the ωB97M-V functional and the def2-TZVPD basis.

Geometry as XYZ:
```
58
Properties=species:S:1:pos:R:3
O 1.98351 1.52510 -5.95098
O 3.00399 -0.95041 3.61215
O 0.58348 -0.36398 0.66738
O -2.03024 -0.59615 -6.25280
N -2.61021 -5.21902 7.05119
S -0.71312 2.51674 -2.37885
C 0.76541 1.59375 -5.91893
C 1.97001 -0.53009 3.10965
C 1.46463 0.45254 0.87507
C -2.23296 0.51587 -5.78917
C -1.34607 -5.02001 6.91401
C -1.58118 -3.31437 5.12391
C 0.59164 -3.62837 6.12173
C -1.04404 -2.34665 4.27399
C 1.12376 -2.65145 5.26916
C -0.76973 -3.98350 6.05220
C 0.30994 -2.00919 4.32518
N -0.58305 -5.89069 7.62769
N 0.71767 -1.02570 3.42150
N -3.21962 1.22461 -6.35942
N 1.70994 1.33082 -0.14977
N 0.09873 1.00834 -4.92479
C 0.04195 2.36431 -7.00466
C -3.68686 2.59556 -6.15547
C 1.99238 0.74169 2.26906
C 2.85998 2.22613 -0.15352
C 3.36405 1.44048 2.18922
C 3.24731 2.66164 1.26616
C -1.73395 2.28841 -3.86522
C -1.33986 1.00031 -4.61248
H -2.90538 -5.94438 7.69339
H -1.28429 3.64555 -1.94172
H -2.63878 -3.55859 5.05525
H 1.25162 -4.09593 6.84566
H -1.70015 -1.86147 3.55939
H 2.17552 -2.40322 5.35513
H -1.03921 -6.74107 7.93079
H 0.39517 -5.93076 7.36738
H 0.00408 -0.71677 2.76484
H -3.67864 0.70732 -7.09564
H 1.29857 1.05883 -1.03974
H 0.69331 0.50410 -4.28733
H -0.55227 3.15771 -6.56348
H -0.57921 1.68229 -7.58061
H 0.78621 2.80253 -7.66831
H -2.86577 3.30369 -6.26523
H -4.43640 2.83495 -6.91177
H -4.15336 2.70243 -5.17596
H 1.29493 1.44016 2.73517
H 3.70946 1.71342 -0.61824
H 2.63345 3.11346 -0.75447
H 3.68153 1.75600 3.18925
H 4.12226 0.74975 1.80160
H 4.20276 3.19543 1.23589
H 2.49207 3.35140 1.65774
H -2.77672 2.21534 -3.55588
H -1.59933 3.15343 -4.51228
H -1.46892 0.20768 -3.87403
```

- HOMO-LUMO gap (eV) = 8.284

***

Record 4
C19H28NO4Y as an isolated structure in a non-equilibrium geometry, computed with the ωB97M-V functional and the def2-TZVPD basis.

Geometry as XYZ:
```
53
Properties=species:S:1:pos:R:3
O 2.62807 -6.62736 -2.27641
C 4.05028 -6.90433 -2.01571
C 4.06662 -8.13985 -2.91329
H 4.21548 -7.10752 -0.94800
H 4.68084 -6.07174 -2.35108
C 2.55611 -7.83551 -3.10050
H 4.26053 -9.08961 -2.41266
H 4.64499 -8.04875 -3.83307
C 1.70085 -8.90542 -2.45177
H 2.08740 -9.11606 -1.44373
H 1.74620 -9.82972 -3.04792
H 0.65119 -8.59090 -2.38846
C 2.14530 -7.56456 -4.53806
H 2.79085 -6.80235 -5.00022
H 1.09335 -7.24561 -4.59743
H 2.23838 -8.49951 -5.11466
Y 0.18859 -0.15322 0.15764
C -0.25032 1.90497 -1.34007
C 0.91327 2.25745 -0.59413
C 1.98495 1.40767 -1.01409
H 1.02358 3.14607 0.02876
C 1.46949 0.49330 -1.98402
C 0.08197 0.80236 -2.19051
H -0.58069 0.31605 -2.90798
H -1.19899 2.44276 -1.30682
H 3.02644 1.50605 -0.69585
H 2.04883 -0.24993 -2.53425
C -2.24695 0.41891 0.90082
C -2.33875 -0.12203 -0.41858
C -1.90442 -1.48480 -0.37662
H -2.74310 0.39702 -1.28773
C -1.58194 -1.79679 0.98833
C -1.80038 -0.62075 1.77499
H -1.73197 -0.55233 2.86278
H -2.58119 1.41064 1.21135
H -1.90571 -2.18654 -1.21176
H -1.29322 -2.77658 1.37523
O 1.29724 -2.21940 -0.33050
C 0.96732 -3.12787 -1.42637
C 2.22527 -3.92722 -1.69034
H 0.64296 -2.54186 -2.29704
H 0.13697 -3.77034 -1.09632
C 3.03891 -3.87353 -0.40792
H 2.79263 -3.48104 -2.51657
H 1.96838 -4.94511 -1.96333
C 2.62829 -2.55894 0.22702
H 4.10704 -3.90208 -0.60986
H 2.78134 -4.71675 0.23832
H 3.30462 -1.74714 -0.06752
H 2.54777 -2.57981 1.31758
O 0.30014 1.62968 1.73232
N 1.20019 1.11400 2.46878
O 1.58498 -0.05211 2.07996
```

- HOMO-LUMO gap (eV) = 8.339

***

E_tot list, top to bottom, in hartree: -1240.12567, -1680.61242, -1768.54344, -1134.78892
LUMO energy list, top to bottom, in eV: -2.20, -5.06, 0.08, 0.39
Energy relative to the best compared isomer or geometry (same formula, charge and spin) list, top to bottom, in eV: 0.000, 2.509, 0.000, 0.000